{"formula": "C22H12F3I2N3O5SSc", "method": "ωB97M-V with the def2-TZVPD basis set", "relative_energy_kcal_mol": 16.4, "largest_force_ev_per_a": 1.27, "homo_lumo_gap_ha": 0.245, "lumo_ha": -0.1437, "e_homo_ev": -10.6, "charge": 1, "species": ["I", "I", "Sc", "S", "F", "F", "F", "O", "O", "O", "O", "O", "N", "N", "N", "C", "C", "C", "C", "C", "C", "C", "C", "C", "C", "C", "C", "C", "C", "C", "C", "C", "C", "C", "C", "C", "C", "H", "H", "H", "H", "H", "H", "H", "H", "H", "H", "H", "H"], "positions_angstrom": [[-1.684, 7.487, -0.076], [-4.381, 2.173, -0.022], [0.282, 0.186, 0.005], [0.927, -2.421, 0.059], [4.934, -4.500, 0.045], [3.109, -4.435, 1.204], [3.020, -4.532, -0.962], [-0.368, -0.351, -2.058], [-1.829, -1.401, 3.492], [-1.698, -1.271, -3.531], [-0.380, -0.365, 2.135], [-1.289, 1.294, 0.043], [0.941, 2.623, 0.044], [2.552, -0.398, -0.045], [-1.627, -1.212, 0.010], [4.944, -0.444, -0.136], [2.513, -1.749, 0.008], [3.687, -3.999, 0.073], [-1.354, -1.026, -2.286], [3.747, 0.216, -0.124], [-1.520, 5.415, -0.042], [-0.252, 4.769, -0.008], [-1.369, -1.051, 2.310], [3.712, -2.490, 0.004], [4.917, -1.835, -0.064], [-3.304, -2.355, 1.218], [-2.666, 4.676, -0.047], [-1.415, 2.608, 0.009], [-2.614, 3.263, -0.020], [2.065, 3.306, 0.082], [-2.161, -1.569, -1.138], [-3.878, -2.747, 0.015], [-3.305, -2.349, -1.187], [0.991, 5.434, 0.017], [-2.163, -1.574, 1.155], [2.141, 4.706, 0.068], [-0.220, 3.362, 0.010], [5.837, -2.403, -0.071], [-3.725, -2.645, 2.169], [2.983, 2.752, 0.137], [3.735, 1.285, -0.197], [-3.758, -2.653, -2.123], [-3.629, 5.167, -0.071], [-2.489, -1.821, -3.589], [-4.767, -3.362, 0.012], [5.871, 0.106, -0.204], [-1.242, -1.036, 4.174], [1.019, 6.516, 0.006], [3.111, 5.182, 0.100]], "forces_ev_per_angstrom": [[0.02, 0.11, 0.00], [0.03, -0.07, 0.00], [0.40, -1.20, 0.08], [0.09, 0.23, 0.03], [-0.11, 0.00, 0.01], [0.03, 0.00, -0.07], [0.05, -0.01, 0.08], [0.13, 0.14, 0.00], [0.19, 0.11, -0.13], [0.01, 0.00, 0.16], [0.19, 0.19, -0.01], [-0.76, 0.70, -0.01], [-0.24, 0.04, 0.04], [0.12, 0.21, -0.05], [0.32, 0.30, -0.02], [0.03, -0.06, 0.00], [-0.03, -0.05, -0.01], [-0.03, 0.04, -0.02], [-0.07, -0.01, -0.05], [-0.11, -0.12, -0.03], [0.04, -0.07, 0.01], [0.04, 0.10, -0.01], [-0.34, -0.18, -0.01], [-0.02, -0.11, 0.02], [0.13, 0.02, -0.01], [-0.07, -0.04, 0.01], [-0.01, -0.16, 0.00], [-0.01, -0.43, 0.00], [-0.19, 0.29, -0.01], [-0.02, 0.08, 0.01], [0.02, 0.01, -0.19], [0.02, 0.01, -0.01], [-0.08, -0.05, -0.01], [-0.10, 0.12, 0.01], [0.03, 0.01, 0.15], [0.07, -0.09, 0.00], [0.26, 0.01, 0.00], [0.00, 0.00, 0.01], [0.00, -0.01, 0.00], [0.07, -0.06, 0.03], [-0.01, 0.10, -0.04], [0.00, -0.01, 0.01], [0.00, -0.02, 0.00], [-0.04, -0.03, -0.06], [0.00, 0.01, 0.00], [0.01, -0.03, 0.00], [-0.04, -0.02, 0.09], [0.00, -0.01, -0.01], [-0.01, 0.00, 0.00]], "nbo_charge": [0.20, 0.17, 1.70, -0.24, -0.32, -0.31, -0.31, -0.59, -0.62, -0.60, -0.60, -0.82, -0.50, -0.62, -0.36, -0.29, 0.14, 0.98, 0.84, 0.10, -0.16, -0.12, 0.83, -0.22, -0.08, -0.14, -0.22, 0.35, -0.24, 0.10, 0.06, -0.15, -0.17, -0.08, 0.09, -0.26, 0.12, 0.25, 0.26, 0.19, 0.18, 0.23, 0.24, 0.50, 0.25, 0.24, 0.52, 0.24, 0.24]}